C3H4NO4S | ωB97M-V/def2-TZVPD

```
13
Properties=species:S:1:pos:R:3:forces:R:3
C -0.24427 -0.68857 -1.41990 0.89 -0.26 1.09
C 0.64251 0.27920 -0.68061 -1.15 2.57 1.61
C -0.28565 1.40595 0.30941 3.32 0.02 -2.54
N 1.91310 0.29392 -0.70608 -2.67 -2.99 -2.60
O -0.67389 -0.34706 -2.49771 -0.46 -0.51 -0.36
O -0.43568 -1.82064 -0.76322 -0.41 0.84 -1.38
O 0.52672 -1.16470 1.66650 -0.52 -0.23 -0.08
O -1.85575 -1.71776 1.43739 -0.42 0.49 0.03
S -0.48839 -2.08843 1.14823 1.03 -0.68 0.53
H -1.26751 1.68810 0.02848 -1.03 -0.43 -0.91
H 0.26882 2.40728 0.31906 -0.26 -1.59 0.35
H -0.31643 0.86246 1.20262 0.10 -0.24 1.64
H 2.21641 0.89025 -0.04415 1.58 3.01 2.63
```
Forces are in eV/Å.

Results
**Multiplicity**: 1
**Energy relative to the best compared isomer or geometry (same formula, charge and spin)**: 0.596 eV
**Charge**: -1
**Orbital gap**: 9.100 eV

***

H24O12 | ωB97M-V/def2-TZVPD

```
36
Properties=species:S:1:pos:R:3:forces:R:3
O -1.39274 3.15019 0.13962 0.17 0.81 1.02
H -2.15065 3.73381 0.10504 -0.14 0.14 0.05
H -1.55687 2.50280 -0.54607 0.00 -0.83 -0.96
O -1.77601 1.47397 -1.93078 0.18 1.28 -0.25
H -1.88443 0.53251 -1.79610 -0.02 -0.71 -0.03
H -2.14338 1.63597 -2.79970 -0.10 0.13 -0.15
O -2.22675 -1.02940 -1.56221 0.20 0.03 -0.51
H -2.42643 -0.89000 -0.63651 -0.18 -0.07 1.13
H -2.59939 -1.88829 -1.76141 -0.33 -0.63 -0.19
O 0.01838 -2.17219 0.49880 0.68 -0.29 0.06
H -0.36072 -2.15389 1.37754 -0.34 -0.04 0.68
H -0.58146 -2.71763 -0.01003 -0.68 -0.35 -0.50
O 1.02712 0.18987 4.22129 0.70 -0.32 0.46
H 0.43841 0.38361 3.49184 -0.45 0.17 -0.36
H 0.57873 0.54001 4.99108 -0.09 0.09 0.10
O 1.96980 1.16760 -1.97633 0.74 0.39 -0.31
H 1.23190 1.13068 -1.36776 -0.75 -0.04 0.56
H 1.63126 0.78818 -2.78730 -0.13 -0.14 -0.25
O -0.01135 -1.84463 -3.10893 -0.02 -0.11 -0.65
H -0.57159 -1.33787 -2.52109 -0.32 0.15 0.32
H 0.78360 -2.00788 -2.60134 0.55 -0.06 0.25
O 0.17074 0.30772 -0.05890 0.40 1.52 -0.62
H -0.18543 0.72257 0.72677 -0.26 0.07 0.28
H 0.11554 -0.63110 0.11943 -0.02 -0.92 0.04
O 2.36807 -1.54026 -1.41953 -0.02 -0.73 -0.03
H 2.13135 -0.64829 -1.16537 -0.03 0.66 -0.04
H 3.29684 -1.61386 -1.19998 0.16 -0.17 0.03
O 0.81072 3.64228 1.85377 0.20 0.13 0.63
H 1.43151 2.98667 1.53591 0.21 -0.19 -0.08
H 0.11965 3.65930 1.19168 -0.44 -0.05 -0.60
O -0.97841 0.97393 2.47190 0.12 -0.20 0.07
H -1.86988 0.83378 2.79108 -0.41 -0.29 -0.03
H -0.93005 1.91436 2.30018 0.17 0.71 -0.14
O 2.22931 -3.94582 0.44192 0.70 -0.57 0.05
H 1.65742 -3.18762 0.32226 -0.32 0.53 -0.10
H 1.63518 -4.66105 0.66925 -0.14 -0.10 0.07
```
Forces are in eV/Å.

Results
**Multiplicity**: 2
**Energy relative to the best compared isomer or geometry (same formula, charge and spin)**: 0.000 eV
**Charge**: -1
**Orbital gap (alpha / beta)**: 3.246 / 10.567 eV

***

C46H50ClF2FeIN3OP2 | ωB97M-V/def2-TZVPD

```
107
Properties=species:S:1:pos:R:3:forces:R:3
Fe 0.54220 0.29465 0.00886 -1.56 0.95 0.52
C -0.33939 -2.14086 -3.81531 -0.05 0.07 -0.04
C 0.56649 -0.91178 -3.82230 0.26 -0.35 0.24
C 2.03411 -1.35025 -3.88026 -0.10 0.10 -0.22
P 0.23971 0.31671 -2.45879 0.46 0.74 0.38
C 1.08502 1.76988 -3.30200 0.02 0.09 0.13
C 1.82513 2.68843 -2.33161 0.02 0.01 -0.06
C 0.23088 2.61574 -4.24537 -0.02 -0.05 -0.04
C -1.54650 0.47528 -2.51183 0.01 0.02 -0.39
C -2.28128 0.75086 -3.67042 0.03 0.02 -0.03
C -3.65066 0.92608 -3.65679 -0.03 0.03 0.00
C -4.42876 1.20482 -4.91708 0.01 -0.03 0.07
C -4.27753 0.84570 -2.40914 0.03 -0.03 0.03
C -3.57917 0.51931 -1.26689 -0.11 0.14 -0.03
C -2.19307 0.25527 -1.29673 -0.08 -0.04 0.14
N -1.46563 -0.10359 -0.16596 0.56 -0.10 0.11
C -2.14940 -0.75609 0.85365 -0.07 -0.08 -0.20
C -3.31469 -1.52406 0.63459 -0.04 -0.13 -0.01
C -4.02237 -2.08643 1.67569 -0.01 0.00 -0.02
C -3.62989 -1.92733 3.00691 -0.05 0.01 0.02
C -4.43752 -2.48261 4.15362 0.04 0.00 -0.07
C -2.44463 -1.25016 3.21976 0.01 -0.01 -0.04
C -1.68438 -0.71976 2.17153 -0.06 -0.14 0.29
P -0.08243 0.03535 2.39412 0.65 -0.12 -0.09
C -0.41432 1.32987 3.68421 0.00 0.36 -0.26
C -1.44766 2.36731 3.23872 -0.01 -0.08 0.02
C 0.85083 2.01100 4.20443 -0.06 -0.13 0.13
C 0.99854 -1.11378 3.40179 -0.04 0.04 -0.01
C 0.55395 -1.41616 4.83310 0.08 0.05 0.06
C 1.29979 -2.42240 2.68820 -0.04 -0.01 -0.02
H -0.26792 -2.64557 -4.78179 0.01 -0.01 0.01
H -1.38677 -1.89222 -3.64011 0.03 0.00 -0.01
H -0.02190 -2.84883 -3.05328 0.02 -0.06 0.11
H 0.35153 -0.32203 -4.72063 -0.07 0.04 0.00
H 2.28765 -1.96126 -3.02309 0.01 -0.11 0.00
H 2.73373 -0.51417 -3.90732 0.01 -0.03 0.03
H 2.20153 -1.95375 -4.77578 -0.02 0.03 -0.02
H 1.84969 1.26475 -3.89627 -0.04 0.00 -0.04
H 1.13311 3.38097 -1.85478 0.03 0.00 -0.06
H 2.55883 3.28177 -2.88448 -0.02 -0.02 -0.02
H 2.35460 2.13113 -1.55809 0.00 -0.03 -0.05
H -0.66294 2.99368 -3.74642 0.01 0.01 0.01
H -0.07744 2.07583 -5.14226 -0.03 -0.01 0.03
H 0.81964 3.47653 -4.57243 -0.01 -0.02 -0.02
H -1.76367 0.82292 -4.62001 0.02 0.05 0.04
H -3.80032 1.67661 -5.67289 0.00 0.00 0.01
H -5.27306 1.86637 -4.71919 0.01 0.01 0.00
H -4.83053 0.28546 -5.34984 0.00 -0.01 0.01
H -5.34115 1.04635 -2.33382 0.01 0.01 0.01
H -4.09974 0.48284 -0.31835 -0.02 0.07 -0.13
H -3.66432 -1.66807 -0.38021 0.00 -0.08 0.12
H -4.91491 -2.66128 1.45039 0.01 0.02 0.00
H -5.43844 -2.76468 3.82713 0.01 0.00 0.00
H -4.54253 -1.74836 4.95395 0.00 0.00 -0.01
H -3.96897 -3.37013 4.58502 0.01 0.00 -0.02
H -2.10651 -1.11854 4.24014 0.06 -0.01 0.01
H -0.85494 0.75702 4.50193 -0.08 -0.03 -0.01
H -1.04472 3.02623 2.47197 0.02 0.02 0.01
H -1.73752 2.98148 4.09497 0.00 -0.02 0.00
H -2.34868 1.89634 2.84063 0.02 0.00 0.00
H 1.31051 2.62190 3.43626 0.05 0.10 -0.10
H 1.59753 1.30020 4.56168 -0.01 0.03 0.00
H 0.59621 2.66977 5.03839 -0.01 -0.02 -0.01
H 1.93903 -0.55409 3.45209 -0.02 0.05 0.03
H -0.31660 -2.07086 4.84660 -0.02 -0.02 -0.01
H 0.33521 -0.52801 5.42480 0.02 -0.04 0.00
H 1.36393 -1.94894 5.33733 -0.02 0.00 0.01
H 0.38827 -2.99938 2.51800 0.01 -0.02 -0.03
H 1.97956 -3.02686 3.29428 -0.04 0.01 0.01
H 1.77659 -2.24582 1.73224 0.04 -0.03 -0.15
F -2.51517 4.75637 -0.63633 0.18 -0.09 0.07
C -1.33042 4.25099 -0.22256 -0.27 -0.19 -0.08
C -1.15802 2.87696 -0.21878 0.57 0.75 0.29
C 0.04965 2.33105 0.19165 0.27 -1.03 -0.50
C 1.05852 3.20544 0.64565 -0.41 0.44 0.06
C 0.82417 4.57357 0.60062 0.27 0.03 0.21
F 1.80115 5.43623 0.98660 -0.29 0.00 -0.11
C -0.35314 5.13290 0.17056 -0.04 0.30 -0.04
C 2.28888 2.62747 1.15639 -0.03 0.15 -0.04
C 3.32541 3.30116 1.80078 0.27 0.05 0.10
C 4.38123 2.56519 2.30316 0.00 0.10 0.01
C 4.38368 1.18753 2.15756 -0.09 -0.09 -0.01
C 3.32101 0.60254 1.49492 0.08 0.18 0.20
N 2.29876 1.30908 1.00717 0.21 -0.70 0.11
H -1.98127 2.29516 -0.52504 -0.64 -0.47 -0.30
H -0.49280 6.20408 0.15021 -0.01 -0.02 -0.01
H 3.29846 4.37193 1.92257 0.03 -0.13 -0.02
H 5.19447 3.06895 2.81061 0.00 -0.01 -0.01
H 5.19133 0.57387 2.53127 -0.01 0.00 0.00
H 3.27839 -0.46363 1.33669 0.05 0.03 0.09
Cl 3.91248 -6.13437 -1.33082 -0.03 0.05 0.01
C 3.44179 -4.46854 -1.11139 -0.05 -0.11 -0.02
C 4.38259 -3.48769 -1.18720 0.08 0.17 -0.05
C 4.02891 -2.13680 -1.02014 0.14 -0.07 0.14
I 5.49333 -0.66880 -1.20285 0.02 0.02 -0.07
C 2.72632 -1.72836 -0.75235 0.03 0.19 -0.15
O 2.37592 -0.49965 -0.61140 0.00 -0.92 -0.44
C 1.74689 -2.78550 -0.68433 -0.17 0.08 0.24
N 0.48232 -2.37194 -0.41883 0.07 -0.02 -0.05
C -0.46456 -3.27556 -0.36318 0.11 0.04 -0.03
C -0.22707 -4.65403 -0.52780 -0.16 0.05 0.02
C 1.04142 -5.08715 -0.76257 0.16 -0.05 -0.06
C 2.08834 -4.14272 -0.85899 -0.05 -0.07 0.00
H 5.41179 -3.75216 -1.38950 0.00 0.02 0.00
H -1.46423 -2.92130 -0.17843 -0.18 0.07 0.08
H -1.05304 -5.34918 -0.45550 0.00 0.02 -0.01
H 1.26156 -6.13935 -0.88393 0.01 0.01 0.00
```
Forces are in eV/Å.

Results
**Multiplicity**: 2
**Energy relative to the best compared isomer or geometry (same formula, charge and spin)**: 0.000 eV
**Charge**: 0
**Orbital gap (alpha / beta)**: 6.863 / 7.222 eV

***

C5H7I2O3 | ωB97M-V/def2-TZVPD

```
17
Properties=species:S:1:pos:R:3:forces:R:3
C 0.59105 -0.36341 0.50811 1.68 0.83 -2.00
C -1.98067 1.43884 -0.34940 -0.25 -1.11 1.87
C -0.85249 1.73654 0.64353 1.27 0.04 -0.88
C 1.84098 -2.26504 -0.37847 -0.76 -0.99 2.45
C 0.46187 0.97182 0.32564 -0.14 0.78 0.38
O 1.83262 -0.98453 0.17334 -1.71 1.91 0.52
O -0.42326 -1.15200 0.79664 0.38 -0.72 0.75
O 1.11963 -3.12880 0.20712 0.62 0.61 -0.75
I 1.05879 -2.01754 -2.71812 0.02 0.15 -0.28
I 2.10823 2.10729 -0.31301 -0.20 -0.18 0.03
H -2.88080 1.27286 0.28441 0.21 0.12 -0.83
H -1.76268 0.53816 -0.89986 0.00 -0.49 0.00
H -2.15756 2.17340 -1.06548 -0.28 1.56 -1.07
H -1.11394 1.30549 1.55447 -0.83 -0.87 1.74
H -0.78583 2.82115 0.92204 0.54 -0.85 -0.76
H 2.90346 -2.40596 -0.54280 0.09 -0.50 -0.80
H 0.04059 -2.04829 0.85184 -0.62 -0.30 -0.36
```
Forces are in eV/Å.

Results
**Multiplicity**: 1
**Energy relative to the best compared isomer or geometry (same formula, charge and spin)**: 0.000 eV
**Charge**: -1
**Orbital gap**: 7.324 eV
**SMILES string**: CC/C(I)=C(\O)O[C@@H]([O-])I

***

C2H3NOS2 | ωB97M-V/def2-TZVPD

```
9
Properties=species:S:1:pos:R:3:forces:R:3
C -0.28163 0.94998 0.00421 -0.11 1.16 -0.13
C 2.36636 0.30516 -0.00391 1.51 -1.30 0.50
H -1.74682 -1.49974 0.33111 -0.92 1.47 -0.46
H 0.14737 1.98383 0.03904 0.25 -1.09 -0.10
H 2.33506 1.39557 -0.00578 -0.10 0.33 -0.08
N -1.54166 0.96717 0.00714 -0.81 -0.81 0.21
O 3.40882 -0.31576 0.10379 -2.07 0.94 -0.37
S -2.60106 -0.37937 0.02201 1.64 -0.74 0.33
S 0.74337 -0.47404 -0.09992 0.63 0.03 0.11
```
Forces are in eV/Å.

Results
**Multiplicity**: 1
**Energy relative to the best compared isomer or geometry (same formula, charge and spin)**: 1.634 eV
**Charge**: 0
**Orbital gap**: 9.548 eV
**SMILES string**: O=CS/C=N\S

***

C50H71Ge3PdSe2Si | ωB97M-V/def2-TZVPD

```
128
Properties=species:S:1:pos:R:3:forces:R:3
Pd -0.01264 -0.28424 0.18458 0.47 0.03 -0.06
C -4.86674 -1.35365 1.33416 0.00 0.00 -0.02
Se -2.91298 -1.41387 1.19809 -0.28 -0.14 0.02
C -2.62244 -1.37916 3.11987 0.08 0.00 0.02
C -3.04418 -2.62622 3.87397 0.05 0.04 -0.01
Se -2.10651 -4.25841 3.33403 -0.04 0.00 0.03
C -0.87983 -4.31372 4.84442 0.03 0.01 -0.01
H -5.16830 -0.47934 1.91292 0.03 0.00 0.00
H -5.28020 -2.25890 1.77829 0.00 0.00 0.00
H -5.24764 -1.25705 0.31806 0.00 0.00 0.00
H -3.16029 -0.51218 3.50769 0.02 0.00 0.00
H -1.55515 -1.18521 3.23720 0.01 0.00 0.00
H -4.11378 -2.80539 3.77026 0.00 -0.04 -0.05
H -2.83721 -2.50821 4.94041 -0.04 0.00 0.02
H -1.41307 -4.46016 5.78213 -0.02 0.00 -0.01
H -0.29216 -3.39860 4.87756 0.00 0.00 -0.02
H -0.20701 -5.15353 4.67731 0.01 0.02 0.00
C 1.48746 -2.33553 2.93071 0.00 -0.02 0.00
C 2.64446 -2.02108 1.97045 0.01 0.00 0.00
C 3.67750 -3.14839 2.08945 0.02 0.02 0.02
C 3.29810 -0.75054 2.51555 0.00 0.04 0.03
Si 1.91265 -1.62991 0.16775 -0.08 -0.02 0.02
C 3.30387 -0.69225 -0.86613 -0.01 0.00 0.01
C 4.74340 -1.19558 -0.69594 0.00 0.01 0.00
C 3.25982 0.80200 -0.50479 0.02 -0.01 0.00
C 2.96476 -0.76114 -2.36055 -0.01 -0.01 0.02
C 1.59378 -3.39814 -0.66504 0.00 0.02 -0.02
C 2.85747 -4.17950 -1.05303 -0.01 -0.02 0.03
C 0.76350 -4.25968 0.29571 0.00 -0.03 0.01
C 0.73562 -3.27593 -1.92911 0.03 0.01 0.01
H 1.85744 -2.34100 3.96784 0.02 -0.01 0.00
H 1.03127 -3.30528 2.73205 -0.04 0.02 0.01
H 0.70511 -1.57525 2.84809 0.02 0.01 0.00
H 4.02474 -3.21772 3.13222 0.00 0.01 -0.01
H 4.55566 -2.96687 1.46559 0.00 -0.02 -0.01
H 3.27114 -4.12456 1.82187 -0.02 0.02 0.02
H 3.57295 -0.89449 3.57059 -0.01 0.00 -0.01
H 2.59738 0.08345 2.46129 0.00 0.03 0.02
H 4.20386 -0.47072 1.97682 -0.01 -0.01 0.01
H 5.12641 -1.04049 0.31386 0.00 -0.01 0.00
H 5.40777 -0.64607 -1.37982 -0.01 0.00 0.01
H 4.84232 -2.25792 -0.92839 -0.01 -0.01 -0.01
H 3.45923 0.99725 0.54959 0.00 0.01 -0.01
H 2.27570 1.21952 -0.73069 -0.01 0.01 0.00
H 4.01133 1.34567 -1.09733 -0.01 0.00 0.00
H 3.14473 -1.75065 -2.78439 0.01 -0.04 0.00
H 3.59065 -0.04783 -2.91554 -0.01 -0.01 0.00
H 1.92032 -0.49340 -2.53717 0.02 -0.02 0.01
H 3.54975 -4.31605 -0.22168 -0.01 0.00 -0.04
H 3.40208 -3.69005 -1.86175 0.01 0.03 -0.03
H 2.57457 -5.18010 -1.41482 0.00 0.01 0.00
H 1.33004 -4.59429 1.16619 0.01 0.00 -0.01
H 0.41293 -5.15998 -0.23041 0.01 0.00 0.01
H -0.11966 -3.72113 0.64936 -0.01 0.01 0.01
H 1.20520 -2.65806 -2.69449 0.02 0.01 -0.01
H -0.23142 -2.82520 -1.70231 -0.01 0.00 0.01
H 0.57163 -4.27909 -2.35415 0.00 0.01 0.01
C 0.80643 3.86897 4.82265 0.02 -0.02 0.02
Ge 1.48388 2.27226 3.83761 -0.05 0.01 0.00
C 3.35800 2.81912 3.46773 0.01 0.00 0.00
C 1.65415 0.89535 5.27239 0.00 0.00 0.01
Ge 0.04848 1.50491 1.93276 0.09 0.07 0.09
C -1.70888 1.86453 2.88083 -0.04 -0.05 0.00
C -1.90560 1.73066 4.25835 -0.01 0.03 -0.03
C -3.15787 1.88159 4.84679 0.01 -0.01 -0.01
C -4.26673 2.16139 4.06071 0.00 0.00 0.00
C -4.10238 2.29032 2.68523 0.02 -0.02 0.00
C -2.84581 2.14201 2.11307 0.01 -0.01 -0.01
C 0.12717 3.17261 0.79062 -0.01 0.02 -0.03
C 0.82422 4.33918 1.11111 -0.02 0.03 -0.02
C 0.83262 5.44597 0.26664 0.00 -0.02 0.01
C 0.12408 5.42018 -0.92675 -0.01 -0.01 0.00
C -0.57710 4.27123 -1.27176 0.01 0.00 0.00
C -0.55602 3.16521 -0.43095 0.01 0.03 0.03
H 1.38188 3.99497 5.74574 0.00 0.00 -0.01
H -0.24729 3.75814 5.07850 -0.01 0.01 0.01
H 0.91249 4.77617 4.22575 0.00 0.00 -0.02
H 3.89478 2.91629 4.41654 -0.01 0.00 -0.01
H 3.38346 3.78568 2.96007 0.00 -0.03 -0.01
H 3.88369 2.09498 2.84624 0.00 -0.03 -0.01
H 2.67170 0.50067 5.29683 -0.01 0.01 0.00
H 0.97855 0.05347 5.11142 0.00 0.00 -0.01
H 1.43207 1.34172 6.24616 0.00 -0.01 -0.01
H -1.06604 1.48872 4.90142 0.04 0.01 0.02
H -3.26664 1.77062 5.92099 0.00 0.00 0.00
H -5.24673 2.27470 4.51099 0.00 0.00 0.00
H -4.96002 2.50119 2.05448 0.00 0.00 0.00
H -2.74543 2.22794 1.03532 0.00 0.00 0.00
H 1.38163 4.40103 2.03816 -0.01 0.00 0.00
H 1.39600 6.33072 0.54587 0.00 0.00 0.00
H 0.12553 6.28211 -1.58521 0.00 0.00 0.00
H -1.13490 4.22289 -2.20221 0.01 0.00 0.00
H -1.05878 2.25325 -0.73784 -0.01 -0.02 -0.02
C -0.74436 -0.34080 -1.52696 -0.49 0.09 0.15
Ge -1.12629 0.05091 -3.34502 0.19 -0.04 -0.07
C -1.97770 -1.31758 -4.51154 0.05 -0.03 -0.02
C -3.17558 -1.07663 -5.18505 0.00 0.00 0.00
C -3.75810 -2.04535 -5.99548 0.00 0.01 0.01
C -3.14824 -3.28239 -6.15037 0.00 0.02 0.00
C -1.95603 -3.54257 -5.48692 0.00 0.01 0.00
C -1.38283 -2.57057 -4.67697 -0.02 0.00 -0.02
C -2.45415 1.51932 -3.25939 -0.02 -0.01 -0.05
C -3.30339 1.61514 -2.15535 -0.01 0.02 0.00
C -4.23159 2.64391 -2.05523 0.03 -0.01 0.01
C -4.32495 3.60038 -3.05909 0.00 -0.01 -0.01
C -3.48665 3.52073 -4.16314 0.00 -0.01 0.01
C -2.56145 2.48598 -4.25861 -0.01 0.01 0.02
C 0.35896 0.80244 -4.41836 0.01 0.00 -0.03
C 1.08249 1.86757 -3.87426 0.00 0.00 -0.02
C 2.19152 2.38825 -4.52563 -0.03 0.01 0.00
C 2.60532 1.84682 -5.73726 -0.01 -0.01 0.00
C 1.90122 0.78639 -6.29000 0.00 0.01 0.01
C 0.78717 0.27215 -5.63370 -0.01 0.03 0.00
H -3.66784 -0.11647 -5.07077 0.00 0.00 0.00
H -4.69274 -1.83350 -6.50343 0.00 0.00 0.00
H -3.60197 -4.04106 -6.77801 0.00 0.00 0.00
H -1.47396 -4.50800 -5.59245 0.00 0.00 0.00
H -0.46195 -2.79604 -4.15285 0.00 0.00 -0.01
H -3.19459 0.89131 -1.35131 0.01 0.01 0.00
H -4.86920 2.71060 -1.18051 0.00 0.00 0.00
H -5.03837 4.41234 -2.97416 0.00 0.00 0.00
H -3.54442 4.27069 -4.94461 0.00 0.00 0.00
H -1.89842 2.44243 -5.11787 0.00 0.00 0.00
H 0.78772 2.28129 -2.91379 0.00 -0.01 0.00
H 2.74227 3.20746 -4.07778 0.00 0.00 0.00
H 3.47906 2.24338 -6.24180 0.00 0.00 0.00
H 2.22237 0.35349 -7.23129 0.00 0.00 0.00
H 0.24661 -0.55898 -6.07569 0.01 -0.01 0.00
```
Forces are in eV/Å.

Results
**Multiplicity**: 2
**Energy relative to the best compared isomer or geometry (same formula, charge and spin)**: 0.184 eV
**Charge**: -2
**Orbital gap (alpha / beta)**: 4.599 / 4.244 eV